No. 1
{
  "formula": "C42H53BBr2MoN10OS4",
  "method": "ωB97M-V with the def2-TZVPD basis set",
  "species": ["Mo", "C", "C", "C", "C", "N", "N", "B", "N", "N", "C", "C", "C", "C", "C", "S", "C", "C", "C", "C", "N", "N", "C", "C", "C", "C", "C", "S", "C", "C", "C", "C", "C", "S", "C", "C", "C", "C", "H", "H", "H", "H", "H", "H", "H", "H", "H", "H", "H", "H", "H", "H", "H", "H", "H", "H", "H", "H", "H", "H", "H", "H", "H", "H", "H", "H", "H", "H", "H", "H", "H", "H", "H", "H", "H", "H", "H", "C", "C", "C", "C", "C", "C", "Br", "C", "C", "Br", "C", "O", "C", "N", "H", "H", "H", "H", "H", "H", "N", "C", "S", "C", "N", "C", "C", "C", "N", "H", "H", "H", "H", "H", "H", "H", "H"],
  "xyz": [[0.348, 1.006, 1.991], [2.752, 4.186, -1.815], [2.444, 2.729, -2.030], [2.652, 2.076, -3.221], [2.294, 0.726, -3.322], [1.762, 0.027, -2.346], [1.555, 0.709, -1.149], [0.979, -0.186, -0.115], [1.935, -1.325, 0.299], [1.937, -2.275, -0.682], [2.698, -3.330, -0.512], [3.523, -3.502, 0.620], [3.489, -2.546, 1.603], [4.289, -2.636, 2.885], [2.649, -1.443, 1.405], [2.470, -0.245, 2.630], [2.702, -4.346, -1.628], [1.658, -4.001, -2.676], [2.392, -5.744, -1.042], [4.110, -4.377, -2.252], [-0.366, -0.729, -0.472], [-0.896, -0.284, -1.633], [-2.043, -0.824, -1.992], [-2.607, -1.923, -1.345], [-2.058, -2.339, -0.149], [-2.659, -3.496, 0.629], [-0.972, -1.612, 0.332], [-0.447, -1.590, 1.980], [-2.709, -0.045, -3.111], [-1.880, -0.163, -4.390], [-4.142, -0.567, -3.388], [-2.778, 1.425, -2.693], [1.875, 1.968, -0.994], [1.620, 2.636, 0.584], [2.619, -0.109, -4.551], [1.477, -1.061, -4.904], [3.877, -0.913, -4.189], [2.923, 0.770, -5.788], [3.349, 4.554, -2.645], [3.298, 4.356, -0.889], [1.855, 4.803, -1.768], [3.104, 2.593, -4.055], [4.171, -4.360, 0.730], [4.895, -3.537, 2.862], [3.650, -2.669, 3.767], [4.952, -1.780, 3.015], [0.639, -4.074, -2.292], [1.728, -4.682, -3.523], [1.784, -2.981, -3.017], [1.429, -5.750, -0.532], [3.148, -6.078, -0.330], [2.339, -6.486, -1.836], [4.407, -3.392, -2.603], [4.133, -5.038, -3.117], [4.868, -4.707, -1.547], [-3.476, -2.405, -1.758], [-3.726, -3.369, 0.778], [-2.184, -3.547, 1.609], [-2.505, -4.439, 0.112], [-1.760, -1.192, -4.723], [-0.884, 0.246, -4.221], [-2.346, 0.399, -5.196], [-4.135, -1.595, -3.744], [-4.602, 0.053, -4.156], [-4.753, -0.518, -2.494], [-1.766, 1.799, -2.529], [-3.327, 1.569, -1.768], [-3.250, 2.043, -3.456], [0.972, -1.372, -3.993], [1.850, -1.953, -5.417], [0.733, -0.617, -5.562], [3.668, -1.507, -3.303], [4.697, -0.241, -3.934], [4.201, -1.549, -5.011], [2.136, 1.498, -5.985], [3.020, 0.135, -6.668], [3.856, 1.321, -5.666], [-0.858, 4.425, 0.787], [-0.836, 4.186, 2.274], [-1.061, 5.317, 3.104], [-1.205, 5.185, 4.465], [-1.200, 3.879, 5.016], [-1.468, 3.580, 6.375], [-1.864, 4.951, 7.597], [-1.468, 2.255, 6.826], [-1.160, 1.196, 5.948], [-1.228, -0.587, 6.488], [-0.823, 1.493, 4.622], [-0.484, 0.502, 3.821], [-0.884, 2.816, 4.129], [-0.645, 2.942, 2.796], [-1.636, 5.161, 0.583], [-1.057, 3.498, 0.248], [0.117, 4.796, 0.463], [-1.140, 6.294, 2.629], [-1.370, 6.048, 5.106], [-1.708, 2.070, 7.869], [2.177, 2.731, 4.074], [1.617, 2.104, 3.272], [-2.085, 1.208, 1.066], [-3.114, 1.010, 2.423], [-3.168, -0.146, 3.093], [-4.182, -0.422, 4.103], [-4.580, 0.875, 4.809], [-4.996, 1.910, 3.771], [-3.973, 2.002, 2.724], [-2.383, -0.765, 2.837], [-3.770, -1.160, 4.791], [-5.048, -0.890, 3.620], [-3.780, 1.277, 5.440], [-5.392, 0.696, 5.515], [-5.126, 2.907, 4.193], [-5.960, 1.659, 3.302], [-3.901, 2.820, 2.120]],
  "lowdin_charge": [1.071, -0.033, -0.205, 0.105, -0.186, 0.210, 0.026, -0.644, -0.021, 0.198, -0.185, 0.101, -0.215, -0.039, -0.592, 0.842, -0.534, -0.046, -0.027, -0.016, -0.035, 0.205, -0.189, 0.104, -0.207, -0.010, -0.587, 0.867, -0.527, -0.038, -0.037, -0.044, -0.514, 0.832, -0.518, -0.049, -0.027, -0.042, 0.093, 0.083, 0.096, 0.132, 0.137, 0.090, 0.091, 0.093, 0.087, 0.101, 0.041, 0.089, 0.082, 0.096, 0.070, 0.100, 0.087, 0.135, 0.096, 0.055, 0.099, 0.096, 0.061, 0.099, 0.088, 0.097, 0.087, 0.075, 0.065, 0.098, 0.048, 0.101, 0.079, 0.054, 0.097, 0.103, 0.093, 0.099, 0.084, -0.094, -0.277, 0.014, 0.019, -0.177, -0.616, 0.846, -0.135, -0.613, 0.877, -0.416, -0.384, -0.201, -0.032, 0.095, 0.006, 0.054, 0.131, 0.097, 0.108, 0.121, -0.585, 0.788, -0.691, 0.038, -0.140, -0.132, -0.134, 0.049, 0.038, 0.103, 0.132, 0.101, 0.132, 0.131, 0.133, 0.141],
  "largest_force_ha_per_bohr": 0.0586,
  "energy_ha": -9088.5135,
  "spin_multiplicity": 3,
  "charge": 2,
  "s_squared": 2.040,
  "de_lowest_kj_mol": 0.0,
  "homo_energy_ev": [-12.12, -12.15]
}

=====

No. 2
{
  "formula": "C17H17F4N2",
  "method": "ωB97M-V with the def2-TZVPD basis set",
  "species": ["F", "C", "C", "C", "F", "C", "C", "C", "C", "C", "C", "C", "C", "F", "C", "C", "F", "C", "C", "H", "H", "H", "H", "H", "H", "H", "H", "H", "C", "N", "N", "C", "H", "H", "H", "H", "H", "H", "H", "H"],
  "xyz": [[-3.853, 2.685, 2.096], [-3.832, 1.328, 2.321], [-5.003, 0.614, 2.051], [-4.888, -0.778, 2.146], [-6.007, -1.539, 1.865], [-3.708, -1.408, 2.518], [-2.575, -0.640, 2.842], [-1.261, -1.422, 3.061], [0.001, -0.671, 2.649], [1.172, -1.333, 2.602], [2.443, -0.700, 2.379], [3.614, -1.471, 2.267], [4.830, -0.838, 2.086], [5.968, -1.601, 1.968], [4.961, 0.554, 2.008], [3.788, 1.292, 2.124], [3.865, 2.663, 2.042], [2.532, 0.720, 2.312], [-2.630, 0.761, 2.776], [-5.919, 1.089, 1.726], [-3.658, -2.513, 2.533], [-1.338, -2.271, 2.224], [-0.112, 0.391, 2.321], [1.193, -2.436, 2.735], [3.542, -2.561, 2.308], [5.928, 1.034, 1.864], [1.649, 1.343, 2.399], [-1.748, 1.362, 3.022], [-2.545, -2.055, 5.116], [-1.213, -1.500, 4.705], [-0.293, -2.371, 5.481], [-0.338, -2.235, 6.910], [-3.364, -1.415, 4.797], [-2.586, -3.026, 4.564], [-2.666, -2.292, 6.185], [-0.989, -2.460, 3.849], [0.613, -2.171, 5.105], [0.480, -2.903, 7.269], [-0.112, -1.201, 7.226], [-1.300, -2.606, 7.302]],
  "lowdin_charge": [0.063, -0.198, 0.106, -0.203, 0.061, -0.001, -0.215, -0.212, -0.035, -0.052, -0.215, 0.041, -0.221, 0.059, 0.093, -0.220, 0.055, 0.056, 0.063, 0.145, 0.143, 0.232, 0.119, 0.138, 0.133, 0.145, 0.115, 0.133, -0.036, -0.049, -0.101, -0.080, 0.091, 0.119, 0.092, 0.229, 0.103, 0.118, 0.105, 0.078],
  "largest_force_ha_per_bohr": 0.0666,
  "energy_ha": -1166.4773,
  "charge": 1,
  "homo_energy_ev": -12.22
}

=====

No. 3
{
  "formula": "C20H24N3Si",
  "method": "ωB97M-V with the def2-TZVPD basis set",
  "species": ["C", "C", "N", "C", "C", "C", "C", "C", "C", "C", "C", "C", "C", "C", "C", "N", "C", "C", "N", "Si", "C", "C", "C", "C", "H", "H", "H", "H", "H", "H", "H", "H", "H", "H", "H", "H", "H", "H", "H", "H", "H", "H", "H", "H", "H", "H", "H", "H"],
  "xyz": [[2.164, -0.437, 1.363], [0.841, 0.278, 1.094], [-0.270, -0.430, 1.884], [-1.073, 0.026, 2.956], [-1.002, 1.178, 3.764], [-1.749, 1.217, 4.980], [-2.598, 0.159, 5.383], [-2.701, -0.987, 4.568], [-1.940, -1.045, 3.392], [-1.626, -2.198, 2.596], [-2.098, -3.514, 2.541], [-1.554, -4.346, 1.550], [-0.578, -3.890, 0.639], [-0.056, -2.602, 0.738], [-0.585, -1.785, 1.714], [0.549, 0.395, -0.304], [-0.728, 0.798, -0.647], [-0.703, 1.313, -1.878], [0.598, 1.236, -2.368], [1.207, 1.785, -4.064], [2.203, 0.358, -4.723], [2.364, 3.224, -3.817], [-0.293, 2.192, -5.033], [1.354, 0.685, -1.357], [2.909, 0.312, 1.616], [2.051, -1.186, 2.153], [2.552, -0.950, 0.498], [0.845, 1.320, 1.517], [-0.324, 1.972, 3.451], [-1.687, 2.084, 5.650], [-3.190, 0.247, 6.315], [-3.347, -1.851, 4.819], [-2.889, -3.796, 3.241], [-1.923, -5.373, 1.465], [-0.240, -4.549, -0.163], [0.737, -2.251, 0.094], [-1.427, 0.581, 0.142], [-1.506, 1.738, -2.446], [2.670, 0.676, -5.673], [3.017, 0.044, -4.047], [1.579, -0.522, -4.946], [2.852, 3.437, -4.786], [1.836, 4.139, -3.504], [3.161, 3.014, -3.084], [0.017, 2.456, -6.053], [-0.993, 1.352, -5.119], [-0.844, 3.052, -4.634], [2.418, 0.444, -1.477]],
  "lowdin_charge": [-0.006, -0.227, 0.023, -0.143, -0.015, -0.073, -0.079, -0.012, -0.116, -0.111, 0.000, -0.074, -0.070, -0.032, -0.181, -0.009, 0.006, -0.041, -0.030, 0.537, -0.167, -0.167, -0.167, -0.011, 0.090, 0.107, 0.068, 0.172, 0.095, 0.105, 0.113, 0.123, 0.119, 0.107, 0.107, 0.094, 0.144, 0.124, 0.053, 0.040, 0.046, 0.052, 0.044, 0.042, 0.056, 0.051, 0.049, 0.162],
  "largest_force_ha_per_bohr": 0.0768,
  "energy_ha": -1230.1169,
  "charge": 1,
  "homo_energy_ev": -10.48
}

=====

No. 4
{
  "formula": "C6H8O2",
  "method": "ωB97M-V with the def2-TZVPD basis set",
  "species": ["C", "C", "C", "C", "O", "C", "C", "O", "H", "H", "H", "H", "H", "H", "H", "H"],
  "xyz": [[1.029, 0.266, 1.284], [0.161, 0.098, 0.049], [0.969, 0.193, -1.241], [-0.512, -1.443, -0.036], [-1.434, -1.833, 0.618], [-1.065, 0.934, 0.068], [-2.193, 0.300, -0.178], [-3.331, 0.056, -0.330], [1.954, -0.304, 1.211], [1.260, 1.320, 1.431], [0.483, -0.080, 2.162], [0.337, 0.045, -2.114], [1.767, -0.549, -1.260], [1.418, 1.186, -1.301], [0.174, -2.201, -0.466], [-1.019, 2.012, 0.104]],
  "lowdin_charge": [-0.039, -0.511, -0.064, -0.161, 0.088, -0.057, -0.209, 0.177, 0.083, 0.089, 0.091, 0.088, 0.079, 0.088, 0.131, 0.127],
  "largest_force_ha_per_bohr": 0.0713,
  "energy_ha": -383.8310,
  "de_lowest_kj_mol": 207.6,
  "homo_energy_ev": -8.85
}

=====

No. 5
{
  "formula": "C5H12BrN",
  "method": "ωB97M-V with the def2-TZVPD basis set",
  "species": ["C", "N", "Br", "C", "C", "C", "C", "H", "H", "H", "H", "H", "H", "H", "H", "H", "H", "H", "H"],
  "xyz": [[2.008, 0.145, 0.636], [1.080, -0.708, -0.116], [1.069, -2.452, 0.551], [-0.269, -0.048, -0.107], [-0.113, 1.385, -0.510], [-1.054, -0.763, -1.321], [-1.209, -0.191, 1.093], [2.877, -0.503, 0.834], [2.343, 0.966, 0.103], [1.633, 0.605, 1.509], [0.457, 1.893, 0.225], [0.394, 1.397, -1.490], [-1.128, 1.724, -0.572], [-1.448, -1.833, -0.957], [-0.467, -0.845, -2.190], [-1.817, -0.056, -1.764], [-1.171, -1.219, 1.357], [-0.980, 0.409, 2.007], [-2.206, 0.092, 0.712]],
  "lowdin_charge": [-0.196, -0.528, 0.749, -0.687, -0.066, -0.076, -0.078, 0.068, 0.053, 0.069, 0.061, 0.110, 0.083, 0.108, 0.041, 0.087, 0.012, 0.096, 0.092],
  "largest_force_ha_per_bohr": 0.0654,
  "energy_ha": -2826.4043,
  "de_lowest_kj_mol": 0.0,
  "homo_energy_ev": -8.83
}